Record 1
The following is a DFT calculation (the ωB97M-V functional and the def2-TZVPD basis) of 2 unconnected molecules or ions with the total composition C4H9N2.

The geometry in XYZ format:
```
15
Properties=species:S:1:pos:R:3:forces:R:3
H 3.203 0.669 -1.201 1.038 -0.968 1.417
H 3.758 0.412 0.460 1.662 1.440 2.471
H -2.906 1.111 -1.072 0.081 -0.625 0.657
H -1.136 0.068 1.264 1.589 0.084 1.950
N -1.402 -1.014 -0.405 1.075 -1.561 0.630
H -0.585 -1.628 -0.179 -1.016 0.545 -0.081
H -1.972 -1.284 -1.193 -0.119 0.496 -0.286
C 1.058 -0.513 0.376 1.255 -0.461 0.052
C -2.654 0.977 -0.003 -0.418 -0.790 0.671
C 3.452 -0.098 -0.356 -2.969 2.301 -4.091
N 2.137 -0.520 -0.051 -0.710 -0.558 0.663
H -2.507 1.951 0.429 0.425 0.313 0.286
H -3.459 0.532 0.626 -0.419 0.511 -0.667
H 4.108 -0.764 -0.804 0.952 -1.762 -0.233
C -1.612 -0.020 0.364 -2.427 1.033 -3.438
```
Forces are in eV/Å.

Output
charge	+1
highest occupied orbital energy	-15.46	eV
energy above the lowest of the compared OMol25 structures with the same formula, charge and spin	282.0	kJ/mol
orbital gap	0.4091	Ha

Atom charges from the natural (NBO) analysis, given in e for atoms 1 to 8: atom 1 (H): 0.23, atom 2 (H): 0.23, atom 3 (H): 0.26, atom 4 (H): 0.24, atom 5 (N): -0.62, atom 6 (H): 0.45, atom 7 (H): 0.43, atom 8 (C): 0.16

Record 2
The following is a DFT calculation (the ωB97M-V functional and the def2-TZVPD basis) of a gas-phase ion, C4H9N2 (charge +1).

The geometry in XYZ format:
```
15
Properties=species:S:1:pos:R:3:forces:R:3
C -1.660 -0.184 0.220 -1.421 2.110 0.512
H 1.056 -1.765 -1.077 -0.226 -1.193 -0.195
H 2.160 -0.581 -1.254 2.793 1.577 -1.925
H 1.784 1.658 -0.110 0.407 -1.154 -0.715
C 0.719 -0.207 0.071 2.291 -0.148 -0.380
C -0.396 -0.826 0.811 -0.775 -1.110 -2.335
N 1.107 1.018 0.291 -1.848 3.173 2.383
H -2.631 -0.180 0.891 2.053 -0.577 -1.631
H -0.906 1.073 -1.601 -0.647 -1.032 1.887
H 0.502 1.641 0.894 0.663 -1.478 -0.712
H -2.667 1.082 -1.164 1.024 -0.167 0.937
H -0.258 -0.518 1.799 -0.091 0.087 1.863
N 1.459 -0.935 -0.731 -2.684 -1.258 1.385
C -1.662 0.730 -0.797 -1.227 -0.800 -1.331
H -0.331 -1.979 0.715 -0.311 1.969 0.256
```
Forces are in eV/Å.

Output
charge	+1
highest occupied orbital energy	-14.17	eV
SMILES	C=CCC(N)=[NH2+]
energy above the lowest of the compared OMol25 structures with the same formula, charge and spin	154.9	kJ/mol
orbital gap	0.3885	Ha

Atom charges from the natural (NBO) analysis, given in e for atoms 1 to 8: atom 1 (C): -0.21, atom 2 (H): 0.42, atom 3 (H): 0.41, atom 4 (H): 0.44, atom 5 (C): 0.60, atom 6 (C): -0.51, atom 7 (N): -0.73, atom 8 (H): 0.26

Record 3
The following is a DFT calculation (the ωB97M-V functional and the def2-TZVPD basis) of a gas-phase ion, C4H9N2 (charge +1).

The geometry in XYZ format:
```
15
Properties=species:S:1:pos:R:3:forces:R:3
N 2.676 -0.419 0.635 0.592 1.135 -1.523
H 3.517 0.426 -1.235 0.473 0.174 -0.226
C -1.702 0.667 0.032 -0.198 0.187 0.214
C 2.807 0.223 -0.463 -2.502 -2.009 2.317
H -1.060 1.160 -0.703 -0.086 0.006 -0.130
H 3.142 -0.936 1.370 0.307 -0.133 0.060
H 1.054 0.990 0.699 0.228 0.016 0.000
C 1.391 0.097 0.177 -1.255 0.395 0.178
H 0.503 -1.879 0.179 0.145 0.068 -0.141
H -1.764 -1.399 0.204 0.221 -0.005 -0.068
C 0.209 -0.882 -0.163 -0.485 -0.403 -0.396
H 0.122 -0.916 -1.259 0.190 -0.006 0.040
H -1.782 1.326 0.899 -0.031 0.038 -0.077
N -1.156 -0.626 0.439 2.365 0.568 -0.229
H -2.697 0.572 -0.402 0.037 -0.031 -0.019
```
Forces are in eV/Å.

Output
charge	+1
highest occupied orbital energy	-12.74	eV
SMILES	CNC[C@@H]1C=[NH+]1
energy above the lowest of the compared OMol25 structures with the same formula, charge and spin	437.9	kJ/mol
orbital gap	0.2590	Ha

Atom charges from the natural (NBO) analysis, given in e for atoms 1 to 8: atom 1 (N): -0.39, atom 2 (H): 0.28, atom 3 (C): -0.43, atom 4 (C): 0.31, atom 5 (H): 0.17, atom 6 (H): 0.47, atom 7 (H): 0.24, atom 8 (C): -0.02

Record 4
The following is a DFT calculation (the ωB97M-V functional and the def2-TZVPD basis) of a gas-phase ion, C4H9N2 (charge +1).

The geometry in XYZ format:
```
15
Properties=species:S:1:pos:R:3:forces:R:3
C 1.061 -0.439 0.931 0.292 -2.185 0.986
N 0.216 0.200 1.917 0.301 1.385 1.370
N -0.187 -0.782 0.102 -1.606 -0.078 2.285
H -1.074 1.622 -1.589 -1.716 0.779 -0.135
H 1.524 0.100 0.169 1.574 1.964 -0.478
H 1.796 -1.232 1.348 -1.660 0.910 -0.890
H -1.185 -0.657 -1.675 -2.898 -1.379 -0.982
H 0.527 0.882 2.718 -0.963 -1.734 -2.345
C -0.283 -0.386 -1.309 3.152 2.134 0.409
H -0.611 -1.706 0.238 0.499 -0.047 0.197
H 0.708 1.755 -1.763 -1.290 -1.861 0.763
C -0.887 0.251 1.070 2.421 -0.580 -1.645
H 0.514 -0.824 -1.867 0.523 -0.854 -0.326
H -1.926 0.125 1.172 -1.114 0.180 0.855
C -0.194 1.091 -1.461 2.486 1.366 -0.065
```
Forces are in eV/Å.

Output
charge	+1
highest occupied orbital energy (spin up / spin down)	-13.24 / -12.53	eV
energy above the lowest of the compared OMol25 structures with the same formula, charge and spin	610.9	kJ/mol
orbital gap (spin up / spin down)	0.3356 / 0.2999	Ha

Atom charges from the natural (NBO) analysis, given in e for atoms 1 to 8: atom 1 (C): -0.01, atom 2 (N): -0.59, atom 3 (N): -0.38, atom 4 (H): 0.19, atom 5 (H): 0.20, atom 6 (H): 0.25, atom 7 (H): 0.24, atom 8 (H): 0.46

Record 5
The following is a DFT calculation (the ωB97M-V functional and the def2-TZVPD basis) of a gas-phase ion, C4H9N2 (charge +1).

The geometry in XYZ format:
```
15
Properties=species:S:1:pos:R:3:forces:R:3
H 1.723 2.124 0.352 1.210 1.436 -0.001
C 1.933 -1.081 -0.074 -1.529 -2.021 0.142
N 1.681 0.121 0.082 1.721 -0.973 -0.033
H -1.971 -1.587 0.653 0.080 0.758 0.182
C 1.206 1.242 0.164 -3.384 -1.337 0.538
H 1.760 -1.565 -1.077 1.055 0.700 0.827
C -0.383 1.283 -0.142 0.962 1.776 -0.946
C -1.404 -0.941 -0.029 -1.788 0.490 -1.291
H -0.319 1.032 -1.180 0.472 0.571 -1.277
H -1.778 0.609 1.228 0.442 0.495 -1.601
H -0.549 2.346 -0.010 -0.535 0.108 -0.128
H -0.405 -1.252 0.001 1.087 -0.810 -0.181
H 1.872 -1.746 0.835 0.624 0.734 -0.946
H -1.879 -1.110 -1.016 0.605 -0.194 0.296
N -1.486 0.524 0.214 -1.022 -1.733 4.421
```
Forces are in eV/Å.

Output
charge	+1
highest occupied orbital energy	-13.56	eV
SMILES	C=[N+]=CCNC
energy above the lowest of the compared OMol25 structures with the same formula, charge and spin	401.5	kJ/mol
orbital gap	0.3081	Ha

Atom charges from the natural (NBO) analysis, given in e for atoms 1 to 8: atom 1 (H): 0.25, atom 2 (C): 0.02, atom 3 (N): -0.22, atom 4 (H): 0.24, atom 5 (C): 0.23, atom 6 (H): 0.26, atom 7 (C): -0.24, atom 8 (C): -0.43

Record 6
The following is a DFT calculation (the ωB97M-V functional and the def2-TZVPD basis) of a gas-phase ion, C4H9N2 (charge +1).

The geometry in XYZ format:
```
15
Properties=species:S:1:pos:R:3:forces:R:3
C 0.169 -0.492 1.889 0.724 -1.409 0.727
H -0.039 2.082 -1.608 -0.163 -0.227 0.610
H 1.068 1.881 -0.044 -1.243 -0.550 -0.889
N -0.211 0.301 -0.553 1.730 -0.250 0.101
C -1.149 -0.395 -1.478 -0.419 1.815 -0.043
N 1.515 -0.402 1.219 -1.781 -2.470 0.684
H 0.186 -1.501 2.488 -0.693 2.537 -0.718
H -1.923 -0.804 -0.818 -0.137 0.177 -0.390
H -1.545 0.476 -2.127 0.408 -2.150 0.515
C 0.415 -0.735 0.426 -0.955 3.687 0.437
H -0.355 0.487 2.244 0.914 -2.161 -0.689
C 0.256 1.485 -0.732 0.629 -0.615 0.459
H 0.339 -1.590 -0.152 0.224 -2.066 -0.358
H -0.630 -1.267 -1.944 -0.370 1.129 -0.120
H 1.904 0.474 1.191 1.132 2.551 -0.325
```
Forces are in eV/Å.

Output
charge	+1
highest occupied orbital energy	-14.58	eV
SMILES	C=[N+](C)[C@@H]1CN1
energy above the lowest of the compared OMol25 structures with the same formula, charge and spin	356.4	kJ/mol
orbital gap	0.3520	Ha

Atom charges from the natural (NBO) analysis, given in e for atoms 1 to 8: atom 1 (C): -0.26, atom 2 (H): 0.24, atom 3 (H): 0.23, atom 4 (N): -0.23, atom 5 (C): -0.43, atom 6 (N): -0.55, atom 7 (H): 0.26, atom 8 (H): 0.25

Record 7
The following is a DFT calculation (the ωB97M-V functional and the def2-TZVPD basis) of a molecular structure, C4H9N2.

The geometry in XYZ format:
```
15
Properties=species:S:1:pos:R:3:forces:R:3
H 1.201 0.934 -1.757 -0.019 1.854 -2.513
H 0.716 1.212 1.513 0.124 0.350 0.069
C 0.201 -0.116 -0.499 -0.647 0.927 0.165
H -1.977 2.080 0.800 -0.148 0.025 0.707
H -0.245 -2.523 -0.345 0.329 2.227 0.495
H 1.439 -0.780 -1.917 0.451 -0.941 -2.034
N 1.409 0.056 -1.410 0.845 0.085 4.564
C -0.034 -1.460 0.063 -0.049 -3.123 -0.924
N -2.071 1.070 0.712 1.300 -1.120 0.021
C -0.016 -1.005 1.313 -0.329 0.617 2.997
C 0.278 0.384 1.001 -1.311 -1.576 -2.055
H -2.026 0.577 1.622 -0.556 1.056 -0.312
H -0.289 -1.443 2.301 0.401 0.190 -0.995
H 2.272 0.199 -0.834 -0.637 -0.648 -0.601
H -0.645 0.256 -1.096 0.248 0.077 0.413
```
Forces are in eV/Å.

Output
charge	+1
highest occupied orbital energy (spin up / spin down)	-14.04 / -12.69	eV
energy above the lowest of the compared OMol25 structures with the same formula, charge and spin	612.6	kJ/mol
orbital gap (spin up / spin down)	0.3509 / 0.3216	Ha

Atom charges from the natural (NBO) analysis, given in e for atoms 1 to 8: atom 1 (H): 0.45, atom 2 (H): 0.24, atom 3 (C): -0.13, atom 4 (H): 0.33, atom 5 (H): 0.26, atom 6 (H): 0.45, atom 7 (N): -0.67, atom 8 (C): -0.20

Record 8
The following is a DFT calculation (the ωB97M-V functional and the def2-TZVPD basis) of a gas-phase ion, C4H9N2 (charge +1).

The geometry in XYZ format:
```
15
Properties=species:S:1:pos:R:3:forces:R:3
H 1.344 -0.178 -1.462 0.957 -0.191 -2.539
H -1.898 1.073 1.167 -0.662 0.557 -1.194
H -1.117 1.799 -0.323 0.345 0.637 0.295
H 2.822 1.233 0.337 -0.373 -0.146 -0.913
C 1.417 -0.191 -0.434 -2.749 0.557 0.923
H 3.562 -0.295 -0.030 -0.015 -0.270 -0.853
H -2.825 -1.544 -0.062 -0.300 0.905 -0.176
H 2.641 -0.014 1.329 -0.783 -0.815 1.255
C -1.829 1.088 0.047 0.457 -2.391 -1.435
N -1.840 -1.413 -0.222 2.328 -3.614 1.547
C -1.139 -0.319 -0.198 2.841 2.986 1.464
H -1.299 -2.272 0.167 -1.185 1.698 -1.491
H -2.706 1.169 -0.664 0.428 -0.121 1.622
C 2.628 0.145 0.283 1.446 0.954 1.009
N 0.240 -0.280 0.064 -2.735 -0.745 0.485
```
Forces are in eV/Å.

Output
charge	+1
highest occupied orbital energy	-14.92	eV
SMILES	C/C=N/C(C)=[NH2+]
energy above the lowest of the compared OMol25 structures with the same formula, charge and spin	194.3	kJ/mol
orbital gap	0.4010	Ha

Atom charges from the natural (NBO) analysis, given in e for atoms 1 to 8: atom 1 (H): 0.19, atom 2 (H): 0.28, atom 3 (H): 0.25, atom 4 (H): 0.28, atom 5 (C): 0.27, atom 6 (H): 0.27, atom 7 (H): 0.45, atom 8 (H): 0.26

Record 9
The following is a DFT calculation (the ωB97M-V functional and the def2-TZVPD basis) of a gas-phase ion, C4H9N2 (charge +1).

The geometry in XYZ format:
```
15
Properties=species:S:1:pos:R:3:forces:R:3
H 0.126 -1.915 -0.833 -0.185 -0.510 -0.163
H 1.634 -0.215 -1.538 1.019 -0.289 -3.967
H -0.676 1.422 -1.614 -0.686 1.446 -1.021
H -1.258 -0.200 -1.867 -0.586 -0.789 -1.704
H 0.075 0.233 2.972 0.073 -0.602 -0.156
H 2.132 -0.055 0.089 1.400 0.893 1.548
H -0.701 1.533 1.426 -0.930 2.391 -0.046
C -0.245 0.661 1.135 1.596 -3.464 0.718
H -2.133 0.724 -0.669 0.347 0.397 -0.231
C -0.082 0.147 -0.265 0.831 -0.087 1.285
N 0.464 -1.276 -0.139 -1.282 1.578 1.648
N 0.173 -0.153 2.027 -0.591 0.906 0.007
C 1.362 -0.177 -0.583 -3.382 -0.651 2.274
C -1.182 0.597 -1.194 1.302 -1.071 1.322
H 0.310 -1.327 1.054 1.074 -0.149 -1.515
```
Forces are in eV/Å.

Output
charge	+1
highest occupied orbital energy	-16.05	eV
SMILES	[H]/N=C/[C@@]1(C)C[NH2+]1
energy above the lowest of the compared OMol25 structures with the same formula, charge and spin	280.0	kJ/mol
orbital gap	0.4486	Ha

Atom charges from the natural (NBO) analysis, given in e for atoms 1 to 8: atom 1 (H): 0.44, atom 2 (H): 0.23, atom 3 (H): 0.25, atom 4 (H): 0.23, atom 5 (H): 0.41, atom 6 (H): 0.24, atom 7 (H): 0.22, atom 8 (C): 0.17

Repeat the third record exactly.
The following is a DFT calculation (the ωB97M-V functional and the def2-TZVPD basis) of a gas-phase ion, C4H9N2 (charge +1).

The geometry in XYZ format:
```
15
Properties=species:S:1:pos:R:3:forces:R:3
N 2.676 -0.419 0.635 0.592 1.135 -1.523
H 3.517 0.426 -1.235 0.473 0.174 -0.226
C -1.702 0.667 0.032 -0.198 0.187 0.214
C 2.807 0.223 -0.463 -2.502 -2.009 2.317
H -1.060 1.160 -0.703 -0.086 0.006 -0.130
H 3.142 -0.936 1.370 0.307 -0.133 0.060
H 1.054 0.990 0.699 0.228 0.016 0.000
C 1.391 0.097 0.177 -1.255 0.395 0.178
H 0.503 -1.879 0.179 0.145 0.068 -0.141
H -1.764 -1.399 0.204 0.221 -0.005 -0.068
C 0.209 -0.882 -0.163 -0.485 -0.403 -0.396
H 0.122 -0.916 -1.259 0.190 -0.006 0.040
H -1.782 1.326 0.899 -0.031 0.038 -0.077
N -1.156 -0.626 0.439 2.365 0.568 -0.229
H -2.697 0.572 -0.402 0.037 -0.031 -0.019
```
Forces are in eV/Å.

Output
charge	+1
highest occupied orbital energy	-12.74	eV
SMILES	CNC[C@@H]1C=[NH+]1
energy above the lowest of the compared OMol25 structures with the same formula, charge and spin	437.9	kJ/mol
orbital gap	0.2590	Ha

Atom charges from the natural (NBO) analysis, given in e for atoms 1 to 8: atom 1 (N): -0.39, atom 2 (H): 0.28, atom 3 (C): -0.43, atom 4 (C): 0.31, atom 5 (H): 0.17, atom 6 (H): 0.47, atom 7 (H): 0.24, atom 8 (C): -0.02

Question: Which of these has the highest energy above the lowest of the compared OMol25 structures with the same formula, charge and spin?
Answer: number 7

Question: What is the formula in the ninth record?
Answer: C4H9N2

Question: What is the charge in the fourth record?
Answer: +1